# 1
Here is the molecule C3H11N3 from the Open Molecules 2025 dataset. Energies are from the ωB97M-V functional and the def2-TZVPD basis.

Calculated values
Frontier orbital gap: 9.93 eV
LUMO: 1.02 eV

The geometry in ORCA input format:
```
! RIJCOSX wB97M-V def2-TZVPD def2/J DEFGRID3
* xyz 0 1
N 1.89437 -0.15459 -1.30985
C 1.40620 -1.38700 -0.67701
C 0.09592 -1.22424 0.12522
N -0.57069 0.06779 -0.10770
C -1.08488 0.68359 1.09913
N -1.69813 1.96556 0.75966
H 2.00826 -0.33889 -2.30918
H 1.12700 0.50774 -1.26168
H 1.31090 -2.17694 -1.42620
H 2.17714 -1.78260 -0.00452
H 0.33830 -1.34437 1.18937
H -0.63682 -2.00511 -0.08111
H -1.41079 -0.12103 -0.63861
H -1.83200 0.04695 1.58301
H -0.27563 0.87569 1.80661
H -1.13540 2.76771 1.01725
H -2.59896 2.01208 1.21185
*
```

# 2
Here is a cluster of 4 separate species, C4H12O3 in total from the Open Molecules 2025 dataset. Energies are from the ωB97M-V functional and the def2-TZVPD basis.

Calculated values
⟨S²⟩: 0.7704
Frontier orbital gap (alpha / beta): 2.41 / 4.86 eV
LUMO (alpha / beta): 2.66 / 2.59 eV

The geometry in ORCA input format:
```
! RIJCOSX wB97M-V def2-TZVPD def2/J DEFGRID3
* xyz -1 2
C -0.15088 -2.67287 0.31203
C -0.54046 -1.39468 0.60550
C -1.17992 -1.11924 1.86932
C -1.56144 0.15225 2.32928
H -0.06827 -3.42816 1.07477
H 0.04076 -2.84128 -0.76979
H -0.07740 -0.44120 0.38414
H -1.49586 -1.98741 2.45402
H -1.83487 0.19539 3.37287
H -1.23980 1.10960 1.89102
H 3.68035 0.85409 -1.16183
H 4.61532 1.19835 0.02637
O 4.33805 0.46189 -0.49891
H 1.12890 0.60750 -1.99267
H 0.54691 2.08948 -1.61068
O 0.45999 1.26476 -2.13016
H -2.63931 2.66173 -2.20152
H -1.54428 1.58178 -2.08084
O -2.47779 1.70803 -1.87292
*
```

What DFT total energy values result from the calculations? In sequence: -7758.9308; -10481.7043 eV.
What energy relative to the best compared isomer or geometry (same formula, charge and spin) values result from the calculations? In sequence: 26.59; 64.49 kcal per mole.